A cluster of 2 separate species, C2H3Br2N3 in total in a non-equilibrium geometry, computed with wB97M-V/def2-TZVPD.

Atoms and positions in Å:
C1 0.48 0.55 -1.51
C2 -0.51 -0.49 0.08
N1 1.36 0.27 -0.62
N2 0.75 -0.41 0.37
N3 -0.75 0.11 -1.12
Br1 1.00 -0.43 3.82
Br2 -2.41 0.59 -1.78
H1 0.72 -0.64 2.39
H2 0.64 1.29 -2.35
H3 -1.28 -0.83 0.72

## Properties
HOMO level (spin up / spin down) ... -7.498 / -10.344 eV
E_tot ... -5390.11156 Ha
ΔE to the lowest compared entry with this formula, charge and spin ... 1.776 eV
F_max ... 6.11 eV/A
LUMO energy (spin up / spin down) ... 0.6 / -4.5 eV
Multiplicity ... 3

Mulliken atomic charge list, values in e, 5 entries: -0.003 0.034 -0.549 -0.123 -0.110

A cluster of 12 separate species, C40H112N8O16 in total in a non-equilibrium geometry, computed with wB97M-V/def2-TZVPD.

Atoms and positions in Å:
C1 5.75 -1.62 -3.77
C2 5.34 -0.23 -4.25
C3 4.12 0.46 -3.41
O1 4.48 0.88 -2.11
C4 5.11 2.11 -1.97
N1 6.33 0.71 -4.48
H1 5.63 -1.67 -2.69
H2 6.79 -1.82 -4.05
H3 5.01 -2.38 -4.02
H4 5.05 -0.37 -5.29
H5 3.22 -0.14 -3.24
H6 3.78 1.27 -4.05
H7 4.59 2.78 -2.65
H8 6.13 2.19 -2.33
H9 5.04 2.36 -0.91
H10 6.96 0.12 -5.01
H11 6.74 0.57 -3.57
C5 -1.77 1.12 0.19
C6 -1.37 -0.17 0.83
C7 0.11 -0.69 0.54
O2 0.06 -1.22 -0.75
C8 1.40 -1.70 -1.04
N2 -1.39 0.03 2.29
H12 -2.82 1.31 0.44
H13 -1.76 1.22 -0.89
H14 -1.12 1.92 0.53
H15 -2.09 -0.92 0.49
H16 0.22 -1.52 1.24
H17 0.80 0.08 0.89
H18 1.26 -2.20 -2.00
H19 1.69 -2.48 -0.33
H20 2.10 -0.86 -1.04
H21 -2.31 0.32 2.58
H22 -0.78 0.75 2.65
C9 -7.47 3.03 -0.77
C10 -6.28 2.41 -1.69
C11 -5.74 3.28 -2.85
O3 -6.69 3.65 -3.79
C12 -6.32 4.62 -4.72
N3 -5.22 1.77 -0.84
H23 -7.26 4.04 -0.40
H24 -7.81 2.34 0.00
H25 -8.17 3.25 -1.57
H26 -6.64 1.53 -2.22
H27 -4.93 2.72 -3.32
H28 -5.24 4.13 -2.40
H29 -5.58 5.35 -4.38
H30 -7.25 5.15 -4.93
H31 -6.01 4.07 -5.61
H32 -4.52 1.36 -1.45
H33 -5.71 1.03 -0.35
C13 3.66 -5.95 2.55
C14 3.71 -5.13 1.20
C15 3.70 -3.61 1.25
O4 4.97 -3.20 1.52
C16 5.01 -1.78 1.54
N4 4.61 -5.69 0.17
H34 2.76 -6.56 2.53
H35 3.44 -5.23 3.33
H36 4.46 -6.67 2.70
H37 2.74 -5.44 0.80
H38 3.10 -3.38 2.13
H39 3.46 -3.23 0.25
H40 6.03 -1.66 1.90
H41 4.34 -1.27 2.24
H42 5.01 -1.37 0.53
H43 5.55 -5.36 0.25
H44 4.27 -5.28 -0.69
C17 0.11 3.45 -2.05
C18 -1.26 3.95 -2.29
C19 -1.52 5.46 -2.28
O5 -1.25 5.93 -1.01
C20 -0.96 7.39 -0.95
N5 -1.83 3.24 -3.47
H45 0.18 2.36 -2.02
H46 0.62 3.69 -1.11
H47 0.87 3.77 -2.77
H48 -1.85 3.68 -1.41
H49 -2.57 5.61 -2.51
H50 -0.83 5.85 -3.03
H51 -1.94 7.86 -0.98
H52 -0.17 7.75 -1.60
H53 -0.67 7.53 0.09
H54 -2.81 3.08 -3.32
H55 -1.58 2.26 -3.44
C21 1.32 -0.81 7.08
C22 1.59 -1.55 5.84
C23 0.27 -1.79 5.06
O6 -0.52 -2.83 5.61
C24 0.07 -4.06 6.11
N6 2.37 -0.60 5.12
H56 2.22 -0.65 7.67
H57 0.78 -1.42 7.81
H58 0.83 0.14 6.89
H59 2.22 -2.43 5.98
H60 0.42 -1.95 4.00
H61 -0.33 -0.89 5.00
H62 0.54 -4.49 5.23
H63 -0.70 -4.63 6.65
H64 0.83 -3.93 6.89
H65 1.90 0.29 5.21
H66 3.32 -0.56 5.47
C25 -0.78 -4.80 -2.75
C26 -1.77 -4.40 -1.62
C27 -1.04 -4.69 -0.30
O7 -2.00 -4.40 0.72
C28 -1.36 -4.28 2.04
N7 -2.16 -2.96 -1.75
H67 -0.50 -5.85 -2.63
H68 0.16 -4.25 -2.66
H69 -1.18 -4.70 -3.76
H70 -2.71 -4.94 -1.63
H71 -0.12 -4.15 -0.06
H72 -0.84 -5.76 -0.26
H73 -0.62 -5.07 2.14
H74 -1.99 -4.34 2.93
H75 -0.75 -3.38 2.18
H76 -1.39 -2.31 -1.69
H77 -2.72 -2.78 -0.93
C29 -0.64 3.32 6.15
C30 -0.21 2.85 4.83
C31 -0.66 3.68 3.65
O8 -2.04 4.13 3.83
C32 -2.48 4.70 2.48
N8 1.22 2.79 4.90
H78 -1.73 3.34 6.17
H79 -0.21 4.31 6.34
H80 -0.26 2.71 6.96
H81 -0.61 1.83 4.78
H82 -0.61 3.09 2.73
H83 0.01 4.52 3.55
H84 -1.75 4.59 1.67
H85 -2.45 5.78 2.65
H86 -3.44 4.26 2.20
H87 1.47 3.76 4.85
H88 1.58 2.37 4.06
C33 -1.17 -0.32 -3.75
C34 -1.26 -1.48 -4.85
O9 -2.46 -2.11 -4.46
O10 -2.43 0.28 -3.43
H89 -0.56 0.50 -4.16
H90 -0.69 -0.59 -2.81
H91 -0.44 -2.19 -4.74
H92 -1.19 -1.23 -5.91
H93 -2.27 -2.50 -3.60
H94 -3.01 -0.28 -2.90
C35 2.57 -4.15 -5.34
C36 2.53 -2.63 -5.63
O11 3.59 -2.30 -6.46
O12 3.66 -4.43 -4.48
H95 2.78 -4.70 -6.26
H96 1.70 -4.56 -4.83
H97 2.60 -2.19 -4.64
H98 1.72 -2.27 -6.26
H99 3.31 -1.56 -7.01
H100 4.38 -4.69 -5.06
C37 -5.58 -2.79 2.38
C38 -4.31 -2.04 2.78
O13 -4.29 -0.85 2.09
O14 -6.71 -2.06 2.84
H101 -5.36 -3.79 2.76
H102 -5.71 -2.76 1.30
H103 -3.43 -2.60 2.45
H104 -4.08 -2.00 3.84
H105 -4.92 -0.32 2.59
H106 -7.32 -2.80 2.98
C39 3.24 4.61 0.71
C40 2.50 3.95 1.87
O15 1.77 2.76 1.43
O16 2.46 5.27 -0.27
H107 3.72 3.83 0.13
H108 3.98 5.28 1.14
H109 1.89 4.78 2.23
H110 3.08 3.65 2.74
H111 1.26 2.96 0.64
H112 3.07 5.48 -0.98

## Properties
HOMO level (spin up / spin down) ... -10.444 / -10.444 eV
E_tot ... -3232.31736 Ha
ΔE to the lowest compared entry with this formula, charge and spin ... 3.516 eV
Charge ... +1
F_max ... 5.82 eV/A
LUMO energy (spin up / spin down) ... -2.8 / -8.1 eV
Multiplicity ... 2

Mulliken atomic charge list, values in e, 5 entries: -1.044 0.511 -0.629 -0.200 -0.704

The molecule C4H6F2N2 in a non-equilibrium geometry, computed with wB97M-V/def2-TZVPD.

Atoms and positions in Å:
C1 0.26 -0.40 1.49
C2 1.04 -0.35 0.18
C3 0.63 -0.30 -1.09
C4 -1.50 0.90 -1.00
H1 0.83 -1.00 2.24
H2 0.20 0.68 1.85
H3 1.37 -0.49 -1.91
H4 -1.14 -0.72 -2.23
H5 -2.47 0.97 -1.51
H6 -1.75 2.37 0.15
N1 -0.71 -0.09 -1.51
N2 -1.02 1.70 -0.14
F1 -1.00 -0.91 1.31
F2 2.39 -0.44 0.42

## Properties
HOMO level ... -8.605 eV
SMILES ... [H]/N=C/N/C=C(/F)CF
E_tot ... -465.21330 Ha
ΔE to the lowest compared entry with this formula, charge and spin ... 1.039 eV
F_max ... 2.03 eV/A
LUMO energy ... 0.8 eV

Mulliken atomic charge list, values in e, 5 entries: -0.345 0.240 -0.152 -0.097 0.346

The molecule C21H18N4O4S in a non-equilibrium geometry, computed with wB97M-V/def2-TZVPD.

Atoms and positions in Å:
C1 3.33 -5.77 1.87
H1 2.40 -6.34 1.78
O1 3.42 -4.76 0.89
C2 2.47 -3.79 0.87
C3 1.41 -3.69 1.76
C4 0.50 -2.66 1.65
C5 0.64 -1.72 0.64
C6 1.70 -1.80 -0.25
C7 2.61 -2.83 -0.13
H2 3.44 -2.91 -0.81
H3 1.82 -1.06 -1.03
N1 -0.30 -0.67 0.53
C8 -1.66 -0.76 0.52
N2 -2.21 0.42 0.51
N3 -1.22 1.32 0.52
C9 -0.08 0.69 0.53
C10 1.26 1.32 0.48
H4 1.19 2.34 0.88
H5 1.99 0.72 1.03
O2 1.75 1.35 -0.86
C11 1.06 2.05 -1.80
C12 1.06 1.52 -3.07
C13 0.40 2.15 -4.13
C14 -0.29 3.31 -3.92
C15 -0.31 3.89 -2.64
C16 -0.99 5.10 -2.38
C17 -0.94 5.65 -1.13
C18 -0.18 4.99 -0.14
N4 0.44 3.87 -0.34
C19 0.39 3.28 -1.56
H6 -0.09 5.40 0.85
H7 -1.45 6.57 -0.89
H8 -1.54 5.57 -3.17
H9 -0.83 3.79 -4.72
H10 0.44 1.70 -5.11
H11 1.60 0.60 -3.24
S1 -2.53 -2.27 0.49
C20 -4.06 -1.63 1.23
C21 -3.77 -1.11 2.62
O3 -2.75 -1.28 3.23
O4 -4.82 -0.44 3.10
H12 -4.62 -0.08 3.98
H13 -4.45 -0.82 0.61
H14 -4.77 -2.45 1.27
H15 -0.32 -2.58 2.35
H16 1.27 -4.41 2.55
H17 3.41 -5.35 2.88
H18 4.18 -6.43 1.69

## Properties
HOMO level ... -8.160 eV
SMILES ... COc1ccc(-n2c(COc3cccc4cccnc34)nnc2SCC(=O)O)cc1
E_tot ... -1729.21835 Ha
ΔE to the lowest compared entry with this formula, charge and spin ... 0.004 eV
F_max ... 1.18 eV/A
LUMO energy ... 0.5 eV

Mulliken atomic charge list, values in e, 5 entries: -0.852 0.338 -0.459 0.768 -0.387